No. 1
ORCA calculation (the ωB97M-V functional and the def2-TZVPD basis) on C13H26N2O3 in the gas phase in a non-equilibrium geometry.

The total charge is 0. The HOMO energy is -0.35149 Ha. The value obtained for the energy is -846.00603 a.u. The calculation puts the HOMO-LUMO gap at 9.49 eV. As for the energy relative to the best compared isomer or geometry (same formula, charge and spin): 585.7 kJ/mol.

Structure (XYZ):
```
44
Properties=species:S:1:pos:R:3:lowdin_charge:R:1
C -1.90 4.03 -0.04 -0.121
C -2.58 3.45 1.21 -0.280
C -2.83 1.96 1.00 -0.241
C -3.52 1.28 2.21 -0.201
C -3.90 -0.17 1.85 -0.220
C -2.70 -1.08 1.56 -0.218
C -1.77 -1.14 2.70 -0.038
C -0.41 -1.38 2.69 0.012
N 0.42 -1.77 1.57 -0.317
O 1.60 -1.83 1.81 0.008
N -0.06 -1.93 0.43 0.142
C 0.65 -2.29 -0.82 -0.233
C 1.74 -1.28 -1.24 -0.163
O 1.96 -1.43 -2.67 -0.194
C 3.27 -0.99 -3.09 -0.092
C 1.19 -3.70 -0.96 -0.398
C 0.13 -4.74 -0.68 -0.061
O 2.25 -3.97 -0.03 -0.062
H -1.70 5.05 0.05 0.042
H -0.91 3.53 -0.18 0.081
H -2.51 3.85 -0.96 0.087
H -1.96 3.61 2.10 0.112
H -3.54 3.96 1.31 0.107
H -1.85 1.52 0.78 0.112
H -3.49 1.88 0.15 0.112
H -4.49 1.80 2.47 0.126
H -2.84 1.30 3.07 0.108
H -4.36 -0.54 2.76 0.102
H -4.61 -0.23 1.03 0.111
H -2.18 -0.70 0.68 0.095
H -3.11 -2.06 1.31 0.123
H -2.15 -0.94 3.69 0.110
H 0.07 -1.35 3.64 0.107
H -0.14 -2.20 -1.61 0.158
H 2.68 -1.42 -0.71 0.116
H 1.37 -0.25 -1.04 0.133
H 3.46 -1.10 -4.16 0.091
H 3.98 -1.62 -2.63 0.070
H 3.48 0.03 -2.82 0.078
H 1.58 -3.93 -1.97 0.154
H 0.57 -5.74 -0.68 0.078
H -0.32 -4.54 0.32 0.085
H -0.68 -4.73 -1.43 0.088
H 1.95 -3.65 0.88 0.093
```

=====

No. 2
ORCA calculation (the ωB97M-V functional and the def2-TZVPD basis) on a molecular structure, C13H26N2ORhSbSi in a non-equilibrium geometry.

The total charge is +2. The HOMO energy (spin up / spin down) is -0.50640 / -0.57616 Ha. The spin multiplicity is 5. The value obtained for the energy is -1335.25932 a.u. The calculation puts the HOMO-LUMO gap (spin up / spin down) at 7.52 / 6.39 eV. The expectation value of S² is 6.05. As for the energy relative to the best compared isomer or geometry (same formula, charge and spin): 115.6 kJ/mol.

Structure (XYZ):
```
45
Properties=species:S:1:pos:R:3:lowdin_charge:R:1
Rh 0.47 1.08 -0.17 0.764
N 1.20 1.38 2.76 0.198
C 1.01 1.18 1.60 -0.342
H 0.91 1.88 3.58 0.123
O 1.50 2.84 -0.83 -0.130
H 2.26 2.76 -1.44 0.102
H 1.62 3.57 -0.19 0.114
C 4.40 0.67 0.58 -0.261
Sb 2.71 -0.38 -0.21 1.397
C 2.71 -2.46 0.36 -0.260
C 3.51 -0.69 -2.30 -0.235
H 5.20 -0.08 0.61 0.034
H 4.19 1.00 1.57 -0.004
H 4.71 1.49 -0.03 0.014
H 3.30 -2.66 1.28 0.042
H 3.11 -3.04 -0.50 0.028
H 1.67 -2.73 0.54 -0.008
H 4.07 -1.61 -2.37 0.008
H 4.13 0.24 -2.47 0.024
H 2.70 -0.68 -3.06 0.009
C -2.76 2.17 -1.01 -0.165
Si -1.88 0.56 -1.48 0.461
C -3.15 -0.66 -2.25 -0.144
C -0.33 0.93 -2.55 -0.191
N -1.09 -0.35 -0.12 -0.109
C -1.70 -0.75 1.00 -0.334
C -1.02 -1.47 2.02 -0.007
C -1.63 -1.84 3.21 -0.037
C -3.00 -1.68 3.38 -0.004
C -3.76 -1.04 2.38 -0.005
C -3.14 -0.69 1.18 0.013
H -2.38 2.99 -1.60 0.030
H -2.54 2.48 0.05 0.050
H -3.84 1.99 -1.13 0.047
H -3.85 -0.12 -2.88 0.040
H -3.65 -1.42 -1.57 0.059
H -2.55 -1.26 -2.93 0.028
H -0.75 1.64 -3.31 0.076
H 0.16 0.06 -3.05 0.060
H 0.50 1.50 -2.04 -0.038
H 0.05 -1.63 1.94 0.092
H -1.07 -2.14 4.08 0.122
H -3.46 -1.96 4.32 0.128
H -4.80 -0.81 2.62 0.129
H -3.73 -0.26 0.41 0.084
```

=====

No. 3
ORCA calculation (the ωB97M-V functional and the def2-TZVPD basis) on a molecular structure, C13H27BaN3O5SSi in a non-equilibrium geometry.

The total charge is +2. The HOMO energy is -0.45457 Ha. The value obtained for the energy is -1764.59288 a.u. The calculation puts the HOMO-LUMO gap at 3.33 eV.

Structure (XYZ):
```
51
Properties=species:S:1:pos:R:3:lowdin_charge:R:1
C 2.07 2.83 2.80 -0.005
C 1.17 3.22 1.65 -0.533
O 1.54 4.00 0.82 0.146
N -0.16 2.67 1.54 -0.085
C -0.77 2.35 2.81 -0.302
Si -0.34 1.40 0.24 0.606
C -1.65 0.18 0.71 -0.190
C -1.14 -1.29 0.70 -0.259
C -2.28 -2.30 0.73 -0.201
C -1.78 -3.71 1.02 -0.211
C -0.78 -4.22 0.00 -0.302
N -0.50 -5.65 0.25 -0.004
C -0.72 2.22 -1.38 -0.188
C 0.53 2.61 -2.23 -0.207
C 0.72 1.63 -3.41 -0.195
C 1.78 0.55 -3.13 -0.197
S 1.05 -1.03 -2.74 0.588
O 1.83 -1.69 -1.73 -0.278
O -0.35 -0.83 -2.50 -0.277
O 1.21 -1.83 -4.09 -0.122
O 1.17 0.65 0.03 -0.031
C 1.63 0.12 1.11 -0.405
N 2.03 -0.28 2.11 0.207
H 1.62 2.25 3.60 0.068
H 2.57 3.71 3.20 0.098
H 2.85 2.19 2.38 0.104
H -0.26 2.94 3.58 -0.178
H -0.81 1.31 3.11 0.116
H -1.82 2.72 2.78 0.073
H -2.43 0.28 -0.05 0.100
H -2.14 0.36 1.67 0.070
H -0.46 -1.43 1.55 0.106
H -0.53 -1.43 -0.19 0.070
H -3.03 -2.01 1.46 0.112
H -2.71 -2.31 -0.28 0.124
H -2.61 -4.40 1.11 0.117
H -1.29 -3.70 2.00 0.114
H 0.14 -3.63 0.03 0.101
H -1.18 -4.11 -1.01 0.120
H 0.18 -5.96 -0.44 0.066
H -0.01 -5.72 1.13 0.067
H -1.34 1.52 -1.93 0.078
H -1.32 3.10 -1.16 0.086
H 1.44 2.65 -1.63 0.086
H 0.38 3.61 -2.62 0.113
H 1.02 2.18 -4.30 0.120
H -0.23 1.17 -3.65 0.101
H 2.38 0.40 -4.02 0.111
H 2.44 0.78 -2.31 0.098
H 1.83 -2.56 -3.92 0.116
Ba -0.94 4.48 4.61 2.087
```

=====

No. 4
ORCA calculation (the ωB97M-V functional and the def2-TZVPD basis) on a molecular structure, C13H27Br12Na3O in a non-equilibrium geometry.

The total charge is +2. The HOMO energy is -0.45692 Ha. The value obtained for the energy is -31961.17833 a.u. The calculation puts the HOMO-LUMO gap at 3.94 eV.

Structure (XYZ):
```
56
Properties=species:S:1:pos:R:3:lowdin_charge:R:1
Na -22.97 -8.89 26.14 0.849
Na -19.40 -7.15 24.10 0.915
Na -18.75 -11.58 26.52 0.818
C -20.92 -12.28 22.95 -0.313
O -20.71 -11.04 23.63 -0.506
H -20.79 -12.08 21.89 0.061
H -20.11 -12.94 23.25 0.035
H -21.83 -12.80 23.23 0.053
Br -19.41 -7.03 18.36 0.562
C -20.93 -7.84 17.38 -0.650
C -21.83 -8.63 18.30 -0.661
Br -23.01 -9.96 17.33 0.565
H -20.37 -8.42 16.64 0.051
H -21.50 -7.02 16.95 0.062
H -22.40 -8.01 18.99 0.057
H -21.15 -9.22 18.92 0.030
Br -15.49 -11.60 21.63 0.616
C -15.05 -13.26 22.54 -0.693
C -15.67 -14.38 21.74 -0.719
Br -15.44 -16.13 22.62 0.617
H -15.75 -13.12 23.37 0.022
H -13.98 -13.33 22.77 0.072
H -15.25 -14.39 20.73 0.059
H -16.72 -14.13 21.63 0.045
Br -27.91 -13.41 23.29 0.569
C -27.19 -12.85 21.55 -0.655
C -27.52 -11.35 21.24 -0.644
Br -26.82 -10.02 22.54 0.516
H -27.58 -13.39 20.69 0.071
H -26.13 -13.06 21.67 0.041
H -28.59 -11.24 21.06 0.066
H -26.99 -11.17 20.30 0.052
Br -23.92 -17.11 28.63 0.599
C -25.14 -15.58 28.50 -0.695
C -24.57 -14.38 27.70 -0.616
Br -23.10 -13.57 28.79 0.511
H -25.55 -15.42 29.50 0.059
H -25.98 -15.92 27.90 0.056
H -25.42 -13.72 27.58 0.063
H -24.16 -14.75 26.75 0.055
Br -21.14 -19.17 22.58 0.527
C -22.81 -18.82 23.69 -0.651
C -23.94 -19.78 23.31 -0.604
Br -25.52 -19.35 24.51 0.538
H -23.04 -17.76 23.64 0.046
H -22.56 -19.01 24.73 0.041
H -23.76 -20.85 23.43 0.060
H -24.36 -19.52 22.34 0.045
Br -19.02 -15.55 17.12 0.560
C -20.62 -16.63 17.61 -0.650
C -21.68 -15.81 18.41 -0.676
Br -23.46 -16.59 18.21 0.592
H -20.40 -17.61 18.03 0.061
H -21.08 -16.89 16.65 0.032
H -21.75 -14.82 17.95 0.031
H -21.49 -15.62 19.47 0.049
```